The following is a DFT calculation (wB97M-V/def2-TZVPD) of a cluster of 2 separate species, C4H8NO4P in total in a non-equilibrium geometry.

ORCA input file:
```
! RIJCOSX wB97M-V def2-TZVPD def2/J DEFGRID3
* xyz 0 1
O 1.02675 -1.06468 -0.38787
C -1.63522 1.03166 -1.39157
P 0.11197 0.07127 0.22435
H 2.85353 -1.79447 -0.27957
O -1.85465 1.98430 -0.66766
H 0.25066 2.39314 1.53011
O -0.68882 0.20021 -1.23933
H 2.07735 -1.30641 1.34394
N -1.92776 -3.55731 0.35595
C 0.82897 2.60004 0.69296
O 1.18951 1.35983 0.17132
H -2.23398 0.67021 -2.31723
H 0.25098 3.28913 0.01483
H 1.74621 3.03736 1.11552
C -2.34699 -2.52313 0.08686
C 1.92270 -1.84334 0.33710
H -2.96504 -1.66786 0.02200
H 1.39381 -2.87997 0.38829
*
```

M   165.09 g/mol
Structure (SMILES)   COP(OC)OC=O.C#N
Maximum force   3.57 eV/A
Kohn-Sham gap   10.53 eV
Energy above the lowest of the compared OMol25 structures with the same formula, charge and spin   61.4 kcal per mole
E   -23245.7964 eV
HOMO level   -9.725 eV

Mulliken atomic charge list, values in e, 2 entries: -0.149, 0.180